Molecular formula: C32H33BaN7O2
Method: DFT, wB97M-V/def2-TZVPD

Last column: Mulliken charge in e.
Positions of all 75 atoms, in Å:
Ba (0.82587, 1.34873, -0.04021)  1.767
C (0.08383, 2.69227, 4.62455)  -0.600
C (0.47114, 2.85064, 3.28423)  -0.533
N (-0.30259, 2.50501, 2.28421)  -0.598
C (-1.51594, 1.94534, 2.48011)  0.952
C (-1.98999, 1.76408, 3.80360)  1.895
C (-1.14972, 2.15804, 4.86853)  -0.900
C (-3.26592, 1.18852, 4.04556)  -0.971
C (-3.99223, 0.76496, 2.95461)  -1.471
C (-3.54083, 0.88369, 1.63942)  -0.403
C (-2.33636, 1.54945, 1.28908)  0.265
N (-1.84620, 1.83144, 0.08599)  -0.251
C (-2.40036, 1.62641, -1.17397)  0.468
C (-3.69930, 1.23128, -1.45384)  -0.738
C (-4.16016, 0.96924, -2.75890)  -1.073
C (-3.35145, 1.10566, -3.84211)  -0.976
C (-2.04145, 1.60726, -3.65446)  1.412
C (-1.18725, 1.85036, -4.75116)  -0.698
C (0.03423, 2.42630, -4.56649)  -0.719
C (0.39221, 2.77743, -3.25392)  -0.227
N (-0.37302, 2.53001, -2.22121)  -0.670
C (-1.57251, 1.90846, -2.35383)  0.387
H (0.74109, 2.99713, 5.42702)  0.431
H (1.43219, 3.28817, 3.03598)  0.427
H (-1.50441, 2.03443, 5.88598)  0.421
H (-3.65875, 1.14422, 5.05407)  0.374
H (-4.96961, 0.31536, 3.10649)  0.324
H (-4.17418, 0.46613, 0.87994)  0.182
H (-4.41936, 1.12974, -0.66374)  0.450
H (-5.18430, 0.63820, -2.88148)  0.387
H (-3.69472, 0.87357, -4.84244)  0.389
H (-1.53023, 1.57882, -5.74260)  0.397
H (0.70760, 2.62307, -5.38882)  0.422
H (1.33031, 3.28229, -3.04865)  0.353
C (4.06172, -1.36421, 2.27465)  -1.424
C (3.54851, -0.37853, 1.25199)  0.806
O (2.31557, 0.01602, 1.43779)  -0.489
C (4.34467, 0.05771, 0.24213)  -1.227
C (3.86470, 1.02751, -0.74961)  0.775
C (4.40538, 2.43461, -0.66649)  -1.113
N (2.93846, 0.85610, -1.63315)  -0.494
N (2.53745, -0.44040, -1.99284)  -0.250
C (1.36884, -1.00430, -1.85977)  0.505
O (0.29501, -0.76484, -1.17125)  -0.777
C (1.29724, -2.24956, -2.71252)  0.260
C (1.69918, -2.20643, -4.04435)  -0.318
C (1.60234, -3.33134, -4.84913)  -0.663
C (1.12017, -4.52274, -4.32706)  -0.408
C (0.72895, -4.57689, -2.99770)  -0.789
C (0.80538, -3.44450, -2.20083)  -0.029
H (3.48986, -2.29223, 2.19401)  0.288
H (3.89740, -0.96619, 3.27841)  0.299
H (5.11870, -1.59584, 2.14834)  0.383
H (5.39546, -0.20680, 0.24288)  0.293
H (5.49057, 2.41638, -0.54816)  0.386
H (4.01922, 2.93441, 0.22983)  0.157
H (4.14819, 3.01418, -1.55215)  0.318
H (2.10067, -1.27918, -4.43176)  0.431
H (1.91291, -3.27912, -5.88563)  0.371
H (1.05272, -5.40603, -4.95009)  0.374
H (0.36298, -5.50536, -2.57592)  0.384
H (0.49992, -3.50184, -1.16453)  0.299
N (-2.10462, -1.65449, 3.93904)  -0.035
C (-1.35129, -2.45138, 2.90485)  -0.841
C (-0.35533, -1.53216, 2.22659)  0.316
N (0.47961, -2.32385, 1.34667)  -0.600
H (-2.86044, -2.17891, 4.37421)  0.404
H (-2.53791, -0.78945, 3.56067)  -0.221
H (-1.46679, -1.34772, 4.67195)  0.437
H (-2.10323, -2.84104, 2.22074)  0.309
H (-0.86753, -3.27323, 3.42910)  0.381
H (0.27561, -1.02835, 2.96491)  0.470
H (-0.95298, -0.76783, 1.70030)  -0.200
H (-0.00866, -2.40698, 0.45857)  0.103
H (1.27379, -1.73089, 1.10380)  0.252

Forces on the atoms, in the same order (eV/Å):
-0.2 0.9 0.5
0.0 0.0 0.0
-0.3 0.0 0.2
0.1 -0.1 -0.5
-0.2 0.1 -0.1
-0.1 -0.1 0.0
0.1 0.0 0.0
-0.1 0.0 -0.1
-0.1 0.0 0.1
0.1 0.0 -0.1
-0.1 0.1 0.1
0.4 0.2 -0.2
-0.2 0.0 0.2
0.1 0.0 0.0
-0.1 0.0 0.0
0.0 0.0 -0.1
-0.2 -0.1 0.1
0.0 0.0 0.0
0.0 0.0 0.0
-0.3 -0.1 -0.1
0.1 0.0 0.6
-0.1 0.2 0.0
0.0 0.0 0.0
0.0 -0.1 0.0
0.0 0.0 0.0
0.0 0.0 0.0
0.0 0.0 0.0
0.0 0.0 0.0
0.0 0.0 0.0
0.0 0.0 0.0
0.0 0.0 0.0
0.0 0.0 0.0
0.0 0.0 0.0
0.0 -0.1 0.0
0.0 0.0 0.0
0.1 0.0 0.0
0.1 -0.2 0.1
0.2 -0.2 -0.1
-0.3 0.0 -0.2
0.0 0.0 0.1
-0.1 -0.5 -0.1
0.1 0.3 0.3
0.3 -0.6 -0.4
0.5 0.2 -0.3
0.0 0.0 0.0
0.0 0.0 0.1
0.0 0.0 0.0
0.0 0.0 0.0
0.0 0.0 0.0
0.0 0.0 0.0
0.0 0.0 0.0
0.0 0.0 0.0
0.0 0.0 0.0
0.0 0.0 0.0
0.0 0.0 0.0
0.0 0.0 0.0
0.0 0.0 0.0
0.0 0.0 0.0
0.0 0.0 0.0
0.0 0.0 0.0
0.0 0.0 0.0
0.0 0.0 0.0
0.0 0.0 0.0
-0.2 0.1 0.3
-0.2 -0.1 -0.3
-0.1 0.1 -0.1
0.0 -0.1 0.0
0.0 0.1 -0.1
0.0 0.1 0.0
0.1 0.0 -0.1
0.1 0.0 -0.1
0.0 0.0 0.0
0.2 0.1 0.1
0.0 -0.1 0.0
0.2 -0.1 0.2

Output
- Spin multiplicity: 1
- LUMO energy: -0.60 eV
- Frontier orbital gap: 6.12 eV
- Max |F|: 1.05 eV/Å